{"formula": "C31H32N7O5PdS2Te", "method": "ωB97M-V with the def2-TZVPD basis set", "molar_mass_g_mol": 880.80, "orbital_gap_ev": 6.2, "total_charge": 1, "total_energy_ha": -3152.0330, "lumo_energy_ev": -4.27, "e_above_lowest_ev": 1.404, "homo_energy_ev": -10.48, "fmax_ev_per_a": 0.858, "species": ["Pd", "C", "C", "C", "C", "C", "C", "C", "S", "O", "O", "N", "C", "C", "C", "C", "C", "N", "H", "H", "H", "H", "H", "H", "H", "H", "H", "H", "H", "N", "C", "C", "C", "C", "C", "C", "S", "O", "O", "N", "C", "N", "C", "C", "C", "N", "H", "H", "H", "H", "H", "H", "H", "H", "H", "C", "N", "C", "C", "O", "H", "H", "H", "H", "H", "H", "H", "Te", "C", "C", "C", "C", "C", "C", "H", "H", "H", "H", "H"], "coordinates": [[0.81, -0.11, -1.14], [-4.54, 1.53, 4.70], [-3.23, 1.22, 4.04], [-2.05, 1.82, 4.48], [-0.83, 1.52, 3.89], [-0.79, 0.61, 2.85], [-1.95, 0.00, 2.39], [-3.16, 0.31, 2.98], [0.73, 0.28, 2.03], [0.73, -1.12, 1.71], [1.83, 0.83, 2.79], [0.56, 1.09, 0.62], [1.49, 1.97, 0.10], [2.06, 3.13, 0.64], [2.87, 3.88, -0.19], [3.11, 3.50, -1.51], [2.55, 2.34, -1.98], [1.79, 1.61, -1.17], [-4.51, 2.48, 5.22], [-4.79, 0.76, 5.43], [-5.35, 1.56, 3.96], [-2.09, 2.52, 5.31], [0.09, 1.98, 4.24], [-1.90, -0.71, 1.57], [-4.07, -0.15, 2.62], [1.86, 3.40, 1.66], [3.31, 4.79, 0.19], [3.72, 4.11, -2.17], [2.68, 1.97, -2.99], [-5.12, 3.39, 2.30], [-4.30, 3.10, 1.23], [-2.91, 3.27, 1.34], [-2.09, 2.94, 0.28], [-2.64, 2.44, -0.89], [-4.01, 2.27, -1.02], [-4.84, 2.61, 0.03], [-1.60, 2.00, -2.22], [-2.38, 1.72, -3.38], [-0.47, 2.89, -2.26], [-0.94, 0.52, -1.75], [-1.63, -0.59, -1.43], [-2.94, -0.75, -1.46], [-3.37, -1.95, -1.08], [-2.52, -2.96, -0.63], [-1.17, -2.70, -0.61], [-0.71, -1.52, -1.04], [-4.75, 4.00, 3.00], [-6.09, 3.53, 2.10], [-2.49, 3.65, 2.26], [-1.02, 3.07, 0.37], [-4.42, 1.88, -1.94], [-5.91, 2.49, -0.06], [-4.44, -2.10, -1.11], [-2.90, -3.92, -0.31], [-0.45, -3.42, -0.25], [5.25, -0.74, -1.21], [4.59, -1.85, -0.51], [5.37, -3.02, -0.15], [3.32, -1.75, -0.21], [2.67, -0.71, -0.48], [6.32, -0.96, -1.26], [5.09, 0.19, -0.67], [4.85, -0.65, -2.22], [6.15, -2.75, 0.57], [5.83, -3.45, -1.04], [4.72, -3.77, 0.30], [2.88, -2.59, 0.32], [1.17, -1.05, -3.56], [1.90, -3.01, -3.19], [1.76, -3.70, -2.00], [2.24, -5.00, -1.87], [2.84, -5.63, -2.95], [2.98, -4.95, -4.15], [2.52, -3.65, -4.27], [1.29, -3.22, -1.16], [2.12, -5.52, -0.93], [3.20, -6.64, -2.85], [3.45, -5.43, -4.99], [2.64, -3.13, -5.22]]}


{"formula": "C31H32N9O12", "method": "ωB97M-V with the def2-TZVPD basis set", "molar_mass_g_mol": 722.65, "orbital_gap_ev": 7.2, "total_charge": 1, "total_energy_ha": -2595.2983, "lumo_energy_ev": -3.99, "e_above_lowest_ev": 2.461, "homo_energy_ev": -11.20, "fmax_ev_per_a": 6.367, "species": ["C", "C", "O", "O", "C", "C", "C", "N", "C", "N", "C", "N", "N", "O", "N", "O", "H", "H", "H", "H", "H", "H", "H", "H", "H", "H", "H", "H", "C", "C", "C", "C", "C", "C", "N", "O", "O", "H", "H", "H", "H", "H", "C", "C", "C", "C", "C", "C", "N", "O", "O", "H", "H", "H", "H", "H", "C", "C", "C", "C", "C", "C", "N", "O", "O", "H", "H", "H", "H", "H", "C", "C", "C", "C", "C", "C", "N", "O", "O", "H", "H", "H", "H", "H"], "coordinates": [[7.08, -0.94, -2.19], [5.72, -0.54, -2.91], [5.74, -0.37, -4.15], [4.56, -0.36, -2.11], [4.21, 1.05, -2.11], [2.79, 1.34, -1.38], [1.55, 1.07, -2.42], [0.97, -0.29, -2.18], [-0.17, -0.39, -1.32], [-0.48, -1.80, -1.26], [0.47, -2.47, -2.11], [0.60, -3.79, -2.38], [1.36, -1.48, -2.68], [2.39, -1.78, -3.50], [2.33, -1.08, -4.69], [3.19, -1.54, -5.35], [6.86, -1.30, -1.13], [7.60, -1.76, -2.80], [7.76, -0.02, -2.17], [4.23, 1.46, -3.18], [5.01, 1.59, -1.47], [2.78, 2.41, -1.01], [2.63, 0.57, -0.53], [0.73, 1.82, -2.16], [1.91, 1.25, -3.49], [-0.65, 0.49, -0.80], [1.51, -4.25, -2.41], [-0.28, -4.28, -2.63], [-1.14, 7.83, -1.48], [-0.53, 7.66, -0.24], [0.28, 6.56, -0.01], [0.49, 5.64, -1.03], [-0.12, 5.79, -2.27], [-0.94, 6.89, -2.49], [1.37, 4.49, -0.79], [1.87, 4.37, 0.31], [1.55, 3.71, -1.72], [-1.77, 8.69, -1.66], [-0.70, 8.39, 0.55], [0.75, 6.44, 0.97], [0.03, 5.07, -3.07], [-1.41, 7.03, -3.46], [-0.97, -4.80, 0.12], [0.31, -5.25, 0.44], [0.47, -6.37, 1.25], [-0.65, -7.04, 1.72], [-1.94, -6.59, 1.41], [-2.09, -5.47, 0.61], [-0.49, -8.23, 2.56], [0.65, -8.58, 2.82], [-1.49, -8.81, 2.93], [-1.10, -3.94, -0.52], [1.18, -4.73, 0.05], [1.47, -6.71, 1.49], [-2.82, -7.10, 1.79], [-3.09, -5.12, 0.36], [-7.88, 8.42, -2.38], [-7.72, 7.59, -1.28], [-6.57, 6.82, -1.14], [-5.58, 6.90, -2.12], [-5.73, 7.72, -3.23], [-6.89, 8.48, -3.36], [-4.36, 6.11, -1.97], [-4.26, 5.38, -0.99], [-3.49, 6.23, -2.82], [-8.78, 9.02, -2.48], [-8.50, 7.54, -0.52], [-6.46, 6.17, -0.28], [-4.97, 7.78, -3.99], [-7.02, 9.13, -4.22], [0.71, -7.53, 5.57], [0.41, -7.78, 6.91], [0.76, -6.86, 7.89], [1.42, -5.69, 7.52], [1.72, -5.43, 6.18], [1.37, -6.36, 5.21], [1.77, -4.71, 8.54], [1.50, -4.97, 9.70], [2.31, -3.67, 8.18], [0.42, -8.25, 4.81], [-0.11, -8.70, 7.18], [0.53, -7.07, 8.92], [2.24, -4.52, 5.89], [1.60, -6.17, 4.17]]}


{"formula": "C31H33AsBr2HfN5O", "method": "ωB97M-V with the def2-TZVPD basis set", "molar_mass_g_mol": 904.86, "orbital_gap_ev": 6.8, "total_charge": 3, "total_energy_ha": -8981.2577, "lumo_energy_ev": -8.87, "homo_energy_ev": -15.64, "fmax_ev_per_a": 0.638, "species": ["Hf", "C", "N", "C", "C", "C", "C", "C", "C", "N", "C", "C", "C", "C", "C", "C", "N", "C", "C", "C", "C", "C", "N", "H", "H", "H", "H", "H", "H", "H", "H", "H", "H", "H", "H", "H", "H", "H", "H", "H", "H", "C", "C", "C", "C", "C", "C", "Br", "C", "C", "Br", "C", "O", "C", "N", "H", "H", "H", "H", "H", "H", "C", "As", "C", "C", "H", "H", "H", "H", "H", "H", "H", "H", "H"], "coordinates": [[0.13, -0.03, -0.69], [-2.22, 1.10, 0.94], [-1.54, 1.57, -0.32], [-0.94, 2.93, -0.15], [0.46, 2.94, 0.40], [0.90, 4.03, 1.13], [2.21, 4.07, 1.56], [3.05, 3.01, 1.26], [2.53, 1.95, 0.55], [1.27, 1.90, 0.10], [-2.59, 1.64, -1.38], [-2.71, 0.35, -2.14], [-3.87, -0.02, -2.80], [-3.86, -1.16, -3.58], [-2.70, -1.93, -3.66], [-1.60, -1.52, -2.94], [-1.59, -0.39, -2.21], [-1.26, 0.74, 2.03], [-1.56, 0.90, 3.36], [-0.67, 0.43, 4.32], [0.51, -0.18, 3.90], [0.75, -0.28, 2.55], [-0.11, 0.16, 1.63], [-2.79, 0.20, 0.67], [-2.93, 1.86, 1.27], [-1.60, 3.55, 0.46], [-0.90, 3.38, -1.14], [0.21, 4.84, 1.35], [2.58, 4.92, 2.12], [4.08, 2.99, 1.58], [3.15, 1.09, 0.33], [-2.32, 2.42, -2.09], [-3.55, 1.93, -0.95], [-4.75, 0.60, -2.72], [-4.75, -1.46, -4.11], [-2.66, -2.83, -4.25], [-0.69, -2.11, -2.94], [-2.49, 1.37, 3.66], [-0.89, 0.54, 5.37], [1.23, -0.56, 4.62], [1.67, -0.74, 2.18], [3.66, -0.41, -1.68], [3.10, -1.60, -0.96], [3.97, -2.65, -0.67], [3.52, -3.77, -0.01], [2.17, -3.85, 0.36], [1.58, -4.95, 1.05], [2.62, -6.43, 1.55], [0.24, -4.94, 1.36], [-0.57, -3.86, 0.99], [-2.39, -3.86, 1.40], [-0.04, -2.79, 0.31], [-0.74, -1.74, -0.15], [1.34, -2.77, 0.01], [1.80, -1.62, -0.62], [4.59, -0.07, -1.21], [2.96, 0.42, -1.71], [3.92, -0.69, -2.71], [5.01, -2.58, -0.97], [4.19, -4.58, 0.23], [-0.20, -5.77, 1.89], [1.42, -0.08, -4.61], [0.92, 1.23, -3.26], [-0.50, 2.18, -4.21], [2.35, 2.55, -3.30], [1.97, 0.41, -5.41], [0.52, -0.52, -5.02], [2.04, -0.87, -4.18], [-0.14, 2.42, -5.21], [-0.74, 3.12, -3.70], [-1.38, 1.56, -4.30], [2.34, 3.07, -4.26], [3.32, 2.08, -3.17], [2.20, 3.28, -2.50]]}